(a)
A structure of composition C7H14F6IrN5O4PS2Se, computed with ωB97M-V/def2-TZVPD.

## Properties
⟨S²⟩ ... 6.020
HOMO (spin up / spin down) ... -11.50 / -13.22 eV
LUMO energy (spin up / spin down) ... -2.6 / -6.8 eV

Structure (ORCA input):
```
! RIJCOSX wB97M-V def2-TZVPD def2/J DEFGRID3
* xyz 1 5
Ir 0.06685 -0.24512 0.33175
F 2.81053 0.59709 -3.26409
C 3.63137 0.92599 -2.25991
F 4.04723 2.16210 -2.41210
F 4.65641 0.09649 -2.23566
S 2.60804 0.72785 -0.72892
O 1.40883 1.51221 -0.96408
O 2.36448 -0.70638 -0.67522
N 3.48920 1.23706 0.45498
S 2.69319 1.83082 1.69023
O 1.38212 1.18301 1.82751
O 3.48514 1.87379 2.86406
C 2.31568 3.61106 1.20475
F 1.00980 3.75649 0.98740
F 2.98423 3.91785 0.10142
F 2.67949 4.41704 2.18317
N 1.44121 -2.95750 1.03650
N 1.21735 -1.73929 1.74252
H 1.97919 -3.61850 1.58513
H 1.95294 -2.73306 0.19456
H 2.06294 -1.19929 1.91690
H 0.78204 -1.95369 2.63008
C -3.40589 0.06866 1.66279
P -1.69268 0.67822 1.80001
C -1.88066 2.47730 1.64717
C -1.31658 0.40012 3.56123
H -4.02242 0.57288 2.40752
H -3.45046 -1.00548 1.84585
H -3.80432 0.26776 0.66863
H -2.75437 2.80744 2.20950
H -1.99974 2.74357 0.59730
H -0.99183 2.97389 2.03006
H -2.02771 0.95149 4.17772
H -0.30486 0.73958 3.77901
H -1.40790 -0.66126 3.79508
N -0.28436 -0.30598 -2.88280
C -0.38654 -0.40941 -1.74166
H -0.16297 -0.16058 -3.86739
Se -1.41644 -2.76285 0.21293
C -2.71123 -2.03349 -0.82661
N -3.52885 -1.56019 -1.49373
*
```

Atom-resolved charges from Löwdin, all expressed in e: atom 1 (Ir): 0.948, atom 2 (F): 0.138, atom 3 (C): -0.681, atom 4 (F): 0.189, atom 5 (F): 0.180, atom 6 (S): 0.587, atom 7 (O): -0.364, atom 8 (O): -0.366, atom 9 (N): -0.270, atom 10 (S): 0.635, atom 11 (O): -0.457, atom 12 (O): -0.221, atom 13 (C): -0.659, atom 14 (F): 0.134, atom 15 (F): 0.156, atom 16 (F): 0.175, atom 17 (N): -0.081, atom 18 (N): -0.150, atom 19 (H): 0.099, atom 20 (H): 0.058, atom 21 (H): 0.085, atom 22 (H): 0.098, atom 23 (C): -0.262, atom 24 (P): 0.697, atom 25 (C): -0.238, atom 26 (C): -0.246, atom 27 (H): 0.060, atom 28 (H): 0.030, atom 29 (H): 0.043, atom 30 (H): 0.060, atom 31 (H): 0.057, atom 32 (H): 0.035, atom 33 (H): 0.061, atom 34 (H): 0.038, atom 35 (H): 0.047, atom 36 (N): 0.231, atom 37 (C): -0.219, atom 38 (H): 0.132, atom 39 (Se): 0.884, atom 40 (C): -0.775, atom 41 (N): 0.131

---

(b)
A structure of composition C7H14F6IrN5O4PS2Se, computed with ωB97M-V/def2-TZVPD.

## Properties
⟨S²⟩ ... 6.022
HOMO (spin up / spin down) ... -11.40 / -13.15 eV
LUMO energy (spin up / spin down) ... -2.6 / -6.7 eV

Structure (ORCA input):
```
! RIJCOSX wB97M-V def2-TZVPD def2/J DEFGRID3
* xyz 1 5
Ir -0.14328 0.20778 0.20195
F 0.98133 -4.63439 2.24018
C 1.85165 -3.63773 2.36492
F 3.02594 -4.12515 2.70624
F 1.40388 -2.83349 3.34164
S 1.92115 -2.56985 0.82220
O 0.58624 -1.98467 0.79655
O 2.25101 -3.39045 -0.28382
N 2.99314 -1.50219 1.25749
S 2.62113 -0.02006 0.95257
O 1.67968 0.56407 1.88447
O 2.26911 0.23066 -0.42634
C 4.22556 0.85976 1.32410
F 5.19259 0.49563 0.49856
F 4.57611 0.59543 2.57373
F 4.04708 2.17668 1.21777
N -1.00529 1.05922 3.05939
N -0.86325 -0.20099 2.44717
H -0.09638 1.51667 3.09798
H -1.43697 1.02672 3.98379
H -1.71024 -0.74924 2.58336
H -0.04675 -0.73913 2.74640
C -2.84098 -1.71181 -1.37901
P -1.16577 -1.03917 -1.70544
C -0.19595 -2.49275 -2.22485
C -1.34211 -0.13543 -3.28871
H -3.16893 -2.31852 -2.22173
H -3.55268 -0.90065 -1.23729
H -2.82130 -2.32936 -0.48350
H -0.64244 -2.92520 -3.12310
H -0.16046 -3.23864 -1.43428
H 0.82736 -2.18848 -2.44083
H -1.75428 -0.80817 -4.04073
H -0.36075 0.20134 -3.61590
H -1.99838 0.72631 -3.19075
N 0.77037 2.74497 -1.39338
C 0.23839 2.10549 -0.58681
H 1.25895 3.27169 -2.08828
Se -2.75386 1.45581 0.67890
C -3.19175 1.86087 -1.01808
N -3.47809 2.08817 -2.10885
*
```

Atom-resolved charges from Löwdin, all expressed in e: atom 1 (Ir): 0.943, atom 2 (F): 0.165, atom 3 (C): -0.658, atom 4 (F): 0.183, atom 5 (F): 0.123, atom 6 (S): 0.621, atom 7 (O): -0.458, atom 8 (O): -0.222, atom 9 (N): -0.263, atom 10 (S): 0.590, atom 11 (O): -0.363, atom 12 (O): -0.358, atom 13 (C): -0.668, atom 14 (F): 0.177, atom 15 (F): 0.168, atom 16 (F): 0.156, atom 17 (N): -0.085, atom 18 (N): -0.170, atom 19 (H): 0.080, atom 20 (H): 0.104, atom 21 (H): 0.105, atom 22 (H): 0.070, atom 23 (C): -0.243, atom 24 (P): 0.725, atom 25 (C): -0.247, atom 26 (C): -0.241, atom 27 (H): 0.060, atom 28 (H): 0.017, atom 29 (H): 0.050, atom 30 (H): 0.063, atom 31 (H): 0.038, atom 32 (H): 0.054, atom 33 (H): 0.060, atom 34 (H): 0.050, atom 35 (H): -0.001, atom 36 (N): 0.205, atom 37 (C): -0.219, atom 38 (H): 0.122, atom 39 (Se): 0.899, atom 40 (C): -0.758, atom 41 (N): 0.127

---

Relative stability in eV, measured from the most stable structure: (a) 0.000; (b) 0.157